Formula: C42H54N5P2Re
Source: the Open Molecules 2025 dataset
Level of theory: ωB97M-V with the def2-TZVPD basis set

As for the LUMO energy (spin up / spin down): -0.3676 / -0.3521 Eh. The gap between HOMO and LUMO (spin up / spin down) is 5.03 / 5.41 eV. For the total energy, the calculation gives -2666.6279 hartree. The spin multiplicity is 2. The total charge is +3. The calculation puts the HOMO energy (spin up / spin down) at -15.028 / -14.994 eV.

```
104
Properties=species:S:1:pos:R:3:forces:R:3
Re -0.28528 0.22118 0.34023 0.0 1.1 0.2
C 1.99342 1.30678 2.50593 0.1 -0.3 0.2
N 1.43642 1.95078 1.32543 -0.8 -0.6 -0.4
C 2.36062 1.94818 0.20523 0.2 0.2 -0.4
C 2.62272 0.52917 -0.26247 2.2 0.8 -1.1
C 3.72452 0.38728 -1.07417 -1.4 0.7 0.9
C 4.45482 -0.72622 -1.57787 0.5 -1.4 -0.1
C 4.43142 -2.01142 -1.16867 0.2 0.8 -0.4
C 3.57692 -2.49972 -0.04707 -0.1 0.2 -0.1
N 1.71252 -0.38642 0.18433 -1.1 -0.9 0.7
C 0.94392 3.28188 1.63313 -0.2 0.1 0.1
C -0.08418 3.73518 0.63793 -0.1 0.3 -0.1
C -0.51848 5.05558 0.61473 0.0 -0.2 -0.1
C -1.42598 5.43558 -0.35677 0.1 -0.1 0.1
C -1.84178 4.50438 -1.29997 0.1 -0.1 0.2
C -1.36618 3.20548 -1.19507 -0.1 0.1 -0.4
N -0.53378 2.83578 -0.22887 0.3 -0.9 0.3
C 0.92512 0.58398 3.27563 0.3 0.2 0.3
C 1.05252 0.45878 4.65373 -0.1 -0.1 -0.2
C 0.10432 -0.23662 5.37813 0.0 0.0 -0.3
C -0.96088 -0.78782 4.68103 0.1 0.0 -0.1
C -1.02158 -0.62492 3.31263 -0.3 -0.3 0.3
N -0.10528 0.05138 2.59943 -0.1 0.0 -0.7
H 2.50142 2.02858 3.15373 0.0 0.0 0.0
H 2.73812 0.56437 2.20783 0.0 0.1 0.0
H 3.31582 2.42828 0.47053 -0.2 -0.1 0.0
H 1.91622 2.52518 -0.61407 0.0 0.0 0.2
H 4.15822 1.33378 -1.37167 0.1 0.1 0.2
H 5.19092 -0.46512 -2.32627 0.0 -0.1 -0.1
H 5.12072 -2.71482 -1.61517 0.0 -0.1 -0.1
H 3.57522 -3.59522 -0.01567 -0.1 0.1 0.0
H 1.76462 4.01448 1.64503 0.0 -0.1 0.1
H 0.49002 3.27708 2.62783 0.1 0.0 0.0
H -0.14558 5.76268 1.33803 0.1 0.1 0.1
H -1.78668 6.45208 -0.39667 0.0 0.1 0.0
H -2.50698 4.80488 -2.09197 0.0 0.0 -0.1
H -2.41768 1.43058 -1.66327 0.2 0.2 -0.4
H 1.90062 0.90328 5.14753 0.1 0.1 0.0
H 0.18942 -0.33732 6.44773 0.0 0.0 0.1
H -1.72978 -1.33863 5.19353 -0.2 -0.1 0.0
H -1.85158 -1.04762 2.75983 0.1 0.0 0.0
C 0.19582 -3.48742 1.51683 0.3 -0.1 0.1
C 0.62852 -3.30732 0.06383 0.0 0.4 0.1
C -0.61118 -3.35842 -0.84877 0.0 0.2 0.0
P 1.84032 -1.93353 -0.38627 0.4 -0.3 -0.8
C 4.12432 -1.97713 1.30963 -0.1 0.0 0.2
C 5.51322 -2.55972 1.55663 -0.1 0.2 -0.1
C 3.20172 -2.33552 2.46723 0.1 0.2 -0.2
C 1.48142 -1.73692 -2.14777 0.0 0.1 0.4
C 2.01272 -2.70642 -2.99497 -0.2 0.2 0.0
C 1.64312 -2.78722 -4.32447 -0.1 0.0 0.1
C 0.64782 -1.94102 -4.78637 0.0 -0.1 0.1
C 0.09442 -0.99552 -3.94667 0.0 0.0 0.3
C 0.53702 -0.79862 -2.62677 0.5 -0.9 -0.7
N -0.12938 0.21148 -1.87677 -0.5 0.5 1.0
C -0.49808 1.28678 -2.56797 -0.1 0.0 0.3
C 0.21502 1.74948 -3.71407 0.3 0.3 -0.7
C -0.33968 2.59078 -4.62447 0.4 -0.4 0.6
C -1.71388 2.97208 -4.51907 -0.9 0.1 0.3
C -2.38268 2.72048 -3.38507 0.2 -0.1 -0.5
C -1.71178 2.10078 -2.19817 -0.2 0.0 0.4
P -2.57168 0.28707 0.37623 -0.3 0.4 0.4
C -3.66758 1.51248 1.26643 0.1 -0.1 -0.2
C -5.05728 1.70868 0.67043 0.1 0.1 -0.1
C -3.76888 1.16087 2.75563 0.2 0.0 0.0
C -3.51108 -1.09242 -0.44897 0.3 0.1 0.1
C -4.47988 -0.69942 -1.56367 0.1 0.1 0.0
C -4.19238 -1.95792 0.61363 0.2 0.0 0.0
H -0.50648 -4.32132 1.55153 0.0 0.0 0.0
H -0.31078 -2.60042 1.89673 0.0 0.0 0.1
H 1.02392 -3.74082 2.17063 -0.1 0.1 0.1
H 1.27692 -4.15732 -0.18977 0.0 0.2 -0.1
H -1.51048 -3.41812 -0.24207 -0.1 -0.1 0.1
H -0.58808 -4.24352 -1.47827 0.0 0.0 -0.1
H -0.70748 -2.50132 -1.50847 -0.1 0.0 -0.1
H 4.22012 -0.88742 1.23563 0.0 -0.1 0.0
H 5.47102 -3.64382 1.58093 0.0 -0.2 0.0
H 5.89222 -2.22212 2.51913 0.0 0.0 0.0
H 6.21762 -2.25422 0.78693 0.1 0.0 0.0
H 3.13142 -3.41632 2.57343 0.0 -0.1 0.1
H 2.20472 -1.91823 2.31313 -0.1 0.0 0.2
H 3.60062 -1.93903 3.39833 0.0 0.0 0.1
H 2.73242 -3.40522 -2.59447 0.1 -0.1 0.0
H 2.08762 -3.52452 -4.97147 0.0 -0.1 -0.1
H 0.26922 -2.03462 -5.79107 0.0 0.0 -0.2
H -0.72718 -0.39852 -4.31537 0.0 0.0 0.0
H 1.21592 1.37578 -3.86837 0.1 0.0 0.0
H 0.23612 2.94598 -5.46467 0.2 0.0 -0.1
H -2.18468 3.47898 -5.34567 -0.1 0.1 -0.1
H -3.41038 3.02408 -3.24827 -0.1 0.1 0.0
H -3.10858 2.45408 1.17883 0.1 -0.1 -0.1
H -5.68028 0.83098 0.81603 -0.1 -0.1 -0.1
H -5.02138 1.96808 -0.38477 -0.1 0.0 -0.1
H -5.54068 2.53208 1.19363 0.0 0.1 0.0
H -4.24118 0.19198 2.90293 0.0 -0.1 0.1
H -4.38968 1.90608 3.25023 0.0 0.1 0.0
H -2.79238 1.16518 3.23703 -0.1 0.0 0.1
H -2.70398 -1.67452 -0.91257 -0.1 0.1 0.1
H -5.37748 -0.22192 -1.18657 0.0 0.1 0.0
H -4.78898 -1.60592 -2.08107 0.0 -0.1 0.0
H -4.00778 -0.05082 -2.30017 -0.1 0.1 -0.1
H -5.04398 -1.44953 1.05803 -0.1 0.1 0.1
H -3.49588 -2.24482 1.40123 0.0 -0.1 0.1
H -4.56098 -2.86962 0.14873 0.0 -0.1 0.0
```
Forces are in eV/Å.